Record 1
{
  "formula": "C31H54F21HfN6O15S7",
  "method": "ωB97M-V/def2-TZVPD",
  "multiplicity": 2,
  "s_squared": 0.75,
  "lumo_energy_ev": [-4.32, -4.32],
  "total_charge": 2,
  "homo_energy_ev": [-10.26, -13.71],
  "gap_ev": [5.94, 9.38],
  "species": ["Hf", "C", "F", "F", "F", "S", "O", "O", "O", "C", "C", "C", "N", "C", "C", "C", "C", "C", "H", "H", "H", "H", "H", "H", "H", "H", "H", "H", "H", "H", "H", "H", "H", "H", "H", "H", "C", "C", "C", "N", "C", "C", "C", "C", "C", "H", "H", "H", "H", "H", "H", "H", "H", "H", "H", "H", "H", "H", "H", "H", "H", "H", "H", "C", "C", "C", "N", "C", "C", "C", "C", "C", "H", "H", "H", "H", "H", "H", "H", "H", "H", "H", "H", "H", "H", "H", "H", "H", "H", "H", "C", "F", "F", "F", "S", "O", "O", "N", "S", "O", "O", "C", "F", "F", "F", "C", "F", "F", "F", "S", "O", "O", "N", "S", "O", "O", "C", "F", "F", "F", "C", "F", "F", "F", "S", "O", "O", "N", "S", "O", "O", "C", "F", "F", "F"],
  "coordinates": [[4.00162, 17.75064, -7.14388], [5.48305, 15.46059, -11.20938], [4.81762, 16.03343, -12.18077], [5.95882, 14.31892, -11.74460], [6.49875, 16.22313, -10.82034], [4.25273, 15.10520, -9.71322], [5.02545, 14.17133, -8.88160], [3.97140, 16.33990, -8.93235], [3.05541, 14.50891, -10.23610], [2.77282, 12.31807, -13.17567], [1.53042, 12.34660, -12.24971], [0.22681, 12.71079, -13.01435], [-0.68909, 13.75146, -12.28349], [-1.16236, 13.16904, -10.88611], [0.02652, 15.15232, -11.97780], [-1.05368, 16.23208, -12.21783], [-2.38631, 15.43502, -12.54761], [-1.93570, 14.11427, -13.14288], [3.65243, 11.93554, -12.65792], [2.96618, 13.35178, -13.46231], [2.70313, 11.64548, -14.03057], [1.64882, 13.04303, -11.41962], [1.36872, 11.36550, -11.80316], [-0.43476, 11.86954, -13.22105], [0.51550, 13.13331, -13.97676], [-0.18861, 13.08146, -10.40420], [-1.66626, 12.20479, -10.95254], [-1.70839, 14.00769, -10.45412], [0.63361, 15.23914, -11.07668], [0.63889, 15.22360, -12.87670], [-1.17878, 16.88876, -11.35690], [-0.76263, 16.84802, -13.06872], [-2.93485, 15.37685, -11.60748], [-3.05308, 15.96943, -13.22432], [-2.56716, 13.23554, -13.01177], [-1.58953, 14.20696, -14.17229], [6.54679, 15.82366, -20.02041], [6.90308, 16.90158, -18.96676], [5.88807, 16.76194, -17.78238], [6.04509, 17.82356, -16.71860], [5.24718, 19.06863, -17.23086], [7.53452, 18.11987, -16.40319], [7.56875, 18.77885, -14.92936], [6.27413, 18.29260, -14.32772], [5.51331, 17.41952, -15.37309], [5.47807, 15.64653, -20.14114], [6.87004, 14.80982, -19.78431], [6.92878, 16.02874, -21.02047], [6.87425, 17.87265, -19.46101], [7.94900, 16.90496, -18.65997], [6.11486, 15.78011, -17.36686], [4.84257, 16.79764, -18.08858], [4.18729, 18.83564, -17.33300], [5.59172, 19.35474, -18.22462], [5.50965, 19.83823, -16.50496], [8.02695, 18.65065, -17.21798], [7.97960, 17.13239, -16.28119], [7.65669, 19.85916, -15.04470], [8.37705, 18.42891, -14.28725], [5.73905, 19.17601, -13.97929], [6.46985, 17.75758, -13.39846], [4.42501, 17.40747, -15.31354], [5.80793, 16.38206, -15.21502], [8.31894, 12.18865, -5.46714], [8.25036, 12.67149, -6.87673], [8.72530, 11.54645, -7.90477], [9.03578, 12.04012, -9.39316], [7.70415, 12.70506, -9.79694], [10.16780, 13.06904, -9.50377], [11.52047, 12.25598, -9.39985], [11.04583, 10.96048, -10.12429], [9.53675, 10.87777, -10.28277], [8.27257, 11.10056, -5.42241], [7.50372, 12.67307, -4.92969], [9.21849, 12.41314, -4.89397], [8.83352, 13.58928, -6.80133], [7.24023, 12.97018, -7.15693], [7.91676, 10.88463, -8.21519], [9.57056, 10.90587, -7.65320], [6.95230, 11.92767, -9.66095], [7.76311, 12.85154, -10.87545], [7.44973, 13.68434, -9.39149], [10.03416, 13.54336, -10.47601], [10.13773, 13.84250, -8.73634], [12.31372, 12.77917, -9.93381], [11.76203, 12.23105, -8.33725], [11.67945, 10.89375, -11.00869], [11.35177, 10.11068, -9.51409], [9.19858, 11.14182, -11.28477], [9.04264, 9.97980, -9.91180], [7.12075, 20.28720, -4.89044], [7.41045, 20.98768, -6.02152], [8.19629, 20.22021, -4.08339], [6.12576, 20.90454, -4.30911], [6.63985, 18.48455, -5.30962], [7.70282, 17.63303, -4.77251], [5.26847, 18.24174, -4.88985], [6.18918, 18.27852, -7.01721], [7.64913, 18.38487, -7.83624], [7.36007, 18.71443, -9.19432], [8.69738, 19.19434, -7.27761], [8.30399, 16.55777, -7.82369], [9.36549, 16.54123, -8.65723], [8.77159, 16.21256, -6.64487], [7.36679, 15.76805, -8.25801], [-0.72789, 17.96039, -6.40435], [-1.81452, 18.37173, -7.10519], [-0.90341, 18.19679, -5.11776], [-0.68852, 16.63645, -6.52765], [0.96432, 18.64346, -7.20664], [1.52961, 17.63116, -8.09875], [0.67070, 19.89407, -7.86968], [2.25268, 18.67024, -6.01766], [1.79396, 19.73773, -4.78861], [2.92319, 20.64893, -4.60336], [0.47982, 20.35422, -4.89652], [1.89024, 18.54596, -3.25393], [2.08363, 19.30437, -2.13842], [0.73541, 17.86775, -3.14985], [2.98626, 17.75305, -3.48828], [1.55220, 14.16138, -7.21400], [2.50875, 13.45204, -7.78208], [1.11083, 15.14939, -8.02247], [0.45827, 13.38386, -6.86316], [2.20567, 14.93480, -5.52320], [1.22351, 15.98018, -5.16595], [2.33278, 13.83717, -4.58908], [3.72345, 15.79127, -6.11047], [4.83344, 14.73863, -5.64946], [4.51422, 13.33806, -5.93135], [6.06136, 15.35080, -6.18320], [5.02039, 14.86680, -3.64474], [3.85510, 15.22405, -3.05902], [5.40460, 13.75225, -3.12340], [5.85003, 15.85315, -3.40587]],
  "mulliken_charge": [1.468, -0.002, -0.117, -0.180, -0.052, 0.120, -0.469, -0.195, 0.083, -1.548, 0.975, -1.026, 0.106, -0.773, -0.072, -0.543, -0.849, -0.462, 0.366, 0.335, 0.396, -0.606, 0.408, 0.400, 0.472, 0.264, 0.282, 0.420, 0.143, 0.183, 0.286, 0.380, 0.312, 0.444, 0.392, 0.422, -1.395, -0.289, -0.715, 0.309, -0.843, -0.718, -0.854, 0.198, -0.817, 0.363, 0.350, 0.374, 0.379, 0.384, 0.290, 0.425, 0.337, 0.329, 0.411, 0.457, 0.417, 0.345, 0.370, 0.298, -0.265, 0.481, 0.339, -1.536, 1.388, -1.396, 0.401, -1.265, -0.338, -0.822, -0.678, -0.529, 0.451, 0.224, 0.370, -0.144, -0.357, 0.546, 0.563, 0.513, 0.736, -0.041, 0.518, 0.145, 0.416, 0.358, 0.416, 0.292, 0.320, 0.401, 0.654, -0.189, -0.180, -0.120, 0.954, -0.558, -0.660, -0.561, 0.697, -0.632, -0.584, 0.528, -0.260, -0.165, 0.094, 0.659, -0.231, -0.135, -0.132, 0.414, -0.363, -0.541, -0.300, 0.721, -0.563, -0.525, 0.789, -0.204, -0.170, -0.229, 0.611, -0.130, -0.089, -0.251, 0.042, -0.302, -0.450, 0.914, -0.337, -0.497, 0.329, 0.837, -0.184, -0.203, -0.179]
}

***

Record 2
{
  "formula": "C31H54IN2O4",
  "method": "ωB97M-V/def2-TZVPD",
  "multiplicity": 1,
  "lumo_energy_ev": -3.75,
  "total_charge": 1,
  "homo_energy_ev": -11.08,
  "gap_ev": 7.33,
  "species": ["C", "C", "N", "C", "C", "C", "C", "C", "C", "O", "C", "I", "C", "C", "C", "C", "C", "C", "C", "C", "C", "C", "C", "N", "C", "C", "C", "O", "H", "H", "H", "H", "H", "H", "H", "H", "H", "H", "H", "H", "H", "H", "H", "H", "H", "H", "H", "H", "H", "H", "H", "H", "H", "H", "H", "H", "H", "H", "H", "H", "H", "H", "C", "C", "O", "C", "C", "H", "H", "H", "H", "H", "H", "H", "H", "H", "H", "C", "C", "O", "C", "C", "H", "H", "H", "H", "H", "H", "H", "H", "H", "H"],
  "coordinates": [[-1.02655, -1.38131, -0.06597], [-0.93029, 0.10805, -0.50348], [-1.70948, 1.10293, 0.25043], [-1.63343, 1.00759, 1.71391], [-0.22613, 0.86773, 2.29209], [0.76416, 2.02820, 2.06034], [0.64672, 3.23388, 3.00230], [-0.77359, 3.90662, 2.83107], [-0.88972, 5.29852, 3.40575], [-1.49433, 4.12330, 4.00689], [2.18331, 1.32383, 2.42257], [3.67188, 2.43439, 3.49580], [2.57562, 0.79718, 1.04836], [3.94113, 0.14201, 0.78335], [3.75482, -0.90809, -0.34961], [4.81404, -0.75261, -1.47320], [4.32789, 0.19363, -2.58894], [3.06880, 0.23141, -3.20866], [2.74954, 1.15961, -4.17052], [3.69723, 2.07514, -4.57980], [4.93474, 2.05595, -3.98884], [5.25998, 1.12922, -3.02603], [2.08740, 1.88127, 0.10889], [1.10783, 2.46824, 0.69338], [0.47047, 3.56710, -0.08414], [-3.09334, 0.98999, -0.19085], [-3.72157, 2.09317, -1.04378], [-3.77658, 0.02156, 0.08304], [-0.02866, -1.82818, -0.19352], [-1.67774, -1.93428, -0.74493], [-1.30511, -1.55486, 0.97412], [0.13349, 0.36430, -0.59674], [-1.30159, 0.14891, -1.53687], [-2.20980, 1.83689, 2.13709], [-2.19622, 0.10956, 2.02817], [-0.35038, 0.79970, 3.38026], [0.16687, -0.10983, 1.99600], [1.28191, 4.06890, 2.71132], [0.69594, 2.95856, 4.05472], [-1.31729, 3.70274, 1.90965], [-1.57537, 5.87532, 2.79408], [-0.08702, 5.69857, 4.01195], [1.89817, 0.54967, 3.13373], [1.87381, -0.02500, 0.81288], [4.64096, 0.90507, 0.42753], [4.32428, -0.40022, 1.64962], [3.77005, -1.93062, 0.04258], [2.78954, -0.80767, -0.86281], [5.69213, -0.29038, -1.01168], [5.10337, -1.73724, -1.85236], [2.31103, -0.49208, -2.90380], [1.75740, 1.18241, -4.61184], [3.48694, 2.82357, -5.33699], [5.68473, 2.78398, -4.28973], [6.24399, 1.12929, -2.56467], [2.47272, 2.11053, -0.88142], [1.02008, 3.74659, -1.00618], [0.41301, 4.48516, 0.50483], [-0.54703, 3.23561, -0.32059], [-4.54417, 2.52920, -0.47038], [-3.00123, 2.82327, -1.41716], [-4.18336, 1.58461, -1.89653], [-6.03870, 0.60034, 2.42885], [-5.76224, -0.08646, 3.75585], [-6.92719, -0.47575, 4.45291], [-7.78078, -1.39213, 3.78851], [-7.11647, -2.71537, 3.44876], [-6.67195, 1.47717, 2.57768], [-5.10429, 0.91705, 1.96688], [-6.54988, -0.05796, 1.72578], [-5.23613, 0.60716, 4.41423], [-5.09676, -0.94717, 3.61564], [-8.20895, -0.93055, 2.89184], [-8.61221, -1.57492, 4.46895], [-6.28514, -2.58980, 2.75291], [-7.83693, -3.39133, 2.98686], [-6.72349, -3.18740, 4.35071], [1.45608, -4.48554, -5.01182], [2.62015, -3.78218, -4.33585], [2.48942, -3.67409, -2.93121], [2.39057, -4.89131, -2.20886], [3.59102, -5.80546, -2.37993], [0.51652, -3.98152, -4.77774], [1.59238, -4.48614, -6.09348], [1.36081, -5.52264, -4.68761], [2.68399, -2.75735, -4.70625], [3.56812, -4.26300, -4.59997], [1.46372, -5.41301, -2.46969], [2.30361, -4.61176, -1.15749], [3.71388, -6.13035, -3.41347], [3.47695, -6.69724, -1.76285], [4.50791, -5.29188, -2.08479]],
  "mulliken_charge": [-1.316, 0.375, 0.801, -1.896, -1.612, 1.889, -2.035, 0.216, -0.974, -0.563, -2.173, 0.122, 1.218, -1.047, 0.234, -1.552, 0.579, 0.294, -0.974, -0.505, -0.632, -0.625, -0.230, 0.443, -1.033, 0.463, -1.483, -0.458, 0.340, 0.359, 0.246, -0.779, 0.788, 0.861, 0.477, 0.498, 0.641, 0.703, 0.623, 0.723, 0.330, 0.332, 0.909, -0.380, 0.569, 0.338, 0.628, -0.459, 0.374, 0.433, 0.662, 0.445, 0.427, 0.398, 0.377, 0.485, 0.442, 0.317, 0.332, 0.363, 0.284, 0.377, -0.391, -0.472, -0.450, -0.311, -0.953, 0.336, -0.172, 0.268, 0.332, 0.302, 0.285, 0.353, 0.195, 0.389, 0.286, -1.178, -0.274, -0.252, -0.336, -1.155, 0.300, 0.405, 0.281, 0.252, 0.352, 0.341, 0.303, 0.291, 0.413, 0.273]
}

***

Which formula does entry 2 have? C31H54IN2O4